Record 1
Below is C12H20N3O as an isolated structure, with properties calculated with ωB97M-V with the def2-TZVPD basis set.

Properties
- total charge = +1
- relative energy (zero: lowest compared OMol25 entry of this formula, charge and spin) (kJ/mol) = 1018.64
- electronic energy (eV) = -19269.2098

Atoms and positions in Å:
H 0.04025 -3.23271 -0.50712
H -2.45071 -2.24180 3.50154
C -1.43258 -2.65187 3.67097
H -0.38527 5.74531 -2.10543
C 0.81487 0.57141 0.57300
N 0.07136 2.36751 -1.61960
C -0.04663 3.47325 -2.35526
H -0.68182 4.74850 -0.80426
C -0.48513 1.29244 -1.48830
H 0.82909 1.69690 0.95685
H -1.17475 -3.33148 4.53234
H -0.78140 -1.87238 3.69069
H 1.09412 2.48552 -1.25201
H 1.59581 -0.23400 2.45924
C 1.23965 -0.49543 1.40397
H 0.93548 2.65357 -4.31816
H -1.02996 -2.57964 1.56779
C 0.72145 -1.67297 1.14157
H -0.65582 -1.22315 -1.71013
C 1.21162 -2.86862 2.02752
C 0.39839 -2.00490 -0.14223
H 2.22067 -3.49635 1.54521
H 1.77178 3.75583 -3.33378
C 0.02586 0.23024 -0.52591
C -0.02151 -0.92186 -0.80288
H 0.34674 -4.72908 2.71164
H 1.71910 -2.50566 3.06953
H 0.91387 5.23691 -1.20808
N 0.21954 -3.96281 2.14747
H -1.05454 3.35925 -2.63928
H -1.67501 -4.11941 2.18118
C 0.65494 3.79036 -3.56259
O -1.76597 1.32070 -1.79887
N -1.06177 -3.42405 2.37300
C -0.12857 4.93211 -1.51545
H 0.22628 4.38282 -4.38073

Record 2
Below is a 5-piece molecular cluster, C12H20N4O3 overall, with properties calculated with ωB97M-V with the def2-TZVPD basis set.

Properties
- total charge = 0
- relative energy (zero: lowest compared OMol25 entry of this formula, charge and spin) (kJ/mol) = 376.93
- electronic energy (eV) = -24869.3885
- SMILES = CCOC(=O)OC.CC#N.CC#N.CC#N.CC#N

Atoms and positions in Å:
O -1.55066 0.76613 -2.94782
H 1.29556 0.77259 -0.44969
N 4.30642 -0.37106 3.21412
O -0.35841 -0.66616 -4.20350
C 0.19515 -1.18026 2.79091
C -0.87444 -0.41402 -2.93169
C -4.40525 0.32955 2.58582
H -2.78117 1.98004 -2.00347
H 3.78696 1.06079 5.90665
H -0.10209 -1.99189 0.88585
H 1.16409 -3.04080 -5.90206
H 2.59104 1.76237 4.70622
H -0.16094 -0.25735 0.88806
C 0.86214 -2.00003 -5.78494
N -2.67707 1.73836 1.19625
H -2.33021 0.70108 -1.05910
O -0.67865 -1.11262 -1.93662
C 2.26508 1.22409 -0.23925
H -1.15312 2.00469 -1.17545
H 1.64674 -1.26514 -5.96506
H 2.82695 0.51248 0.36574
H 0.06960 -1.79662 -6.50508
H -4.21096 0.55955 3.63342
H -1.48036 -1.16870 1.70753
H 2.82114 1.46784 -1.14450
H -0.44443 -2.66383 -4.23310
H -5.45750 0.39083 2.30814
H 2.26344 0.26743 5.61110
C 0.31708 -1.89452 -4.36099
H 1.10545 -2.02777 -3.62017
C -0.41432 -1.13497 1.48277
C 1.90401 2.43681 0.52956
C -3.42705 1.07294 1.79395
C 3.04009 0.86729 5.13669
N 1.59143 3.39716 1.05927
H -4.10390 -0.71223 2.47637
N 0.66879 -1.17039 3.87294
C 3.77095 0.13292 4.05216
C -1.88149 1.42348 -1.74093

Record 3
Below is one molecule with the formula C12H20OS, with properties calculated with ωB97M-V with the def2-TZVPD basis set.

Properties
- total charge = 0
- relative energy (zero: lowest compared OMol25 entry of this formula, charge and spin) (kJ/mol) = 361.34
- electronic energy (eV) = -25646.8221

Atoms and positions in Å:
H 0.09287 3.15149 0.36184
H -0.17780 -3.33046 0.20490
C 0.46439 -2.47397 0.19562
H 1.79259 1.42549 -2.22355
S 2.53951 -0.90738 0.41609
H -2.37277 -0.39786 -1.89966
H 2.63812 2.97496 0.36327
C 2.40877 1.93825 0.61803
H -1.28235 0.76549 -1.07900
C -2.02354 0.05895 -0.93727
H 1.87562 2.99849 -1.41391
H 0.29046 2.29355 -1.84924
H -1.70206 -2.84563 -1.39032
H -2.34510 -3.18409 0.32511
H -0.82827 1.70933 0.50090
H -1.14306 -0.14706 1.95177
O 3.57621 -0.67534 -0.61686
C 1.25279 2.06536 -1.43334
H 0.20322 2.38825 1.74366
H 3.21502 1.43690 0.11804
H -3.30767 -1.99754 -0.58990
H -2.96997 0.60560 -0.61334
H 2.47286 1.85415 1.71360
C 0.04843 2.15856 0.70443
C -1.98262 -0.77634 1.51121
C 0.98789 -0.09244 0.01307
C -2.27706 -2.37235 -0.41756
H -2.21582 -1.74676 1.83835
H -2.92491 -0.17377 1.44897
H 2.41602 -3.41468 0.19621
C 1.82663 -2.50600 0.24974
C 1.15035 1.40554 -0.01659
C -1.62042 -1.03391 0.04390
C -0.07833 -1.15478 -0.03820